C27H47F3O13SY | ωB97M-V/def2-TZVPD

Values from the calculation:
Gap between HOMO and LUMO in eV: 2.27
HOMO level in eV: -10.92
Total charge: +1
Molecular weight in g mol⁻¹: 757.6
F_max in eV/A: 5.2

Cartesian coordinates (Å):
O -6.5747 -3.0058 -3.0857
H -2.7110 6.4658 -0.5748
H -0.2804 0.2562 -1.2759
C -2.5839 4.9545 0.9969
H 1.3057 -1.7677 -1.6798
C -0.3210 -0.6624 -0.6905
H -3.3472 3.6535 -0.4764
O 5.1852 -8.5265 -1.3228
C 4.9698 5.5459 -4.1767
C -4.4256 1.1057 6.2159
H 6.3989 -6.0696 -1.9595
F 0.2945 -4.1499 -6.7782
Y -1.3279 -7.0963 -1.3167
C -7.5207 -1.5290 -1.6646
C 2.6258 2.6133 4.3736
C 3.9461 3.4310 4.3702
O -6.0141 4.7853 0.5887
O 3.6580 5.1708 -4.6015
H 4.1072 5.5955 4.6320
F 1.9271 -4.5551 -8.0983
F 2.2816 -3.9280 -5.9727
H -2.5782 0.7918 4.3469
H -6.9981 -0.5743 -1.7239
C 3.9919 3.6521 -2.9630
H -8.4970 -1.2889 -1.2435
C 1.5122 -4.6048 -6.8476
C 6.5425 -6.7024 -1.0837
C -3.6747 4.0160 0.4980
C -5.0918 0.3925 5.0907
H -4.1203 2.1066 5.9109
H 4.5474 2.9970 3.5714
H -4.0126 3.1891 1.1226
H 7.0910 -8.7035 -0.5418
C -2.9198 6.3381 0.4874
O 0.9256 -6.3424 -4.8536
H -1.2629 -0.9460 -0.2208
O 0.7022 -7.1127 -7.1734
C 3.4663 4.8136 4.2245
H 3.7021 3.4791 -1.9266
C -3.1144 0.3946 6.3815
H 4.4102 3.2861 5.3458
O 1.6901 3.4146 5.1245
H -7.1328 -3.1930 -0.1587
H 5.4423 -6.8658 0.8973
H 4.9219 -5.4965 -0.1599
C -6.6563 -2.4664 -0.8167
H 2.2501 2.5345 3.3534
C 0.2802 -1.9444 -1.3555
C 5.3889 -6.4806 -0.1210
C 5.2167 4.4799 -3.0904
H -3.3511 -0.4731 6.9971
H -5.9330 -1.8567 -0.2752
H -2.7215 4.8844 2.0759
H 5.4274 4.9830 -2.1467
C -7.7117 -2.1394 -3.0456
H 5.7601 5.5834 -4.9265
H 5.0468 6.5508 -3.7615
H -7.8382 -1.5162 -3.9308
H 2.2592 4.7896 -3.0820
H -1.5472 4.6707 0.8162
O 3.2985 -7.6182 -0.5840
H -5.7644 -0.3349 5.5453
C -6.0675 -3.3075 -1.9730
C 2.1909 4.7625 5.1244
H 4.1797 2.6921 -3.4438
H 6.0905 3.8661 -3.3091
O 2.9777 -6.7692 -6.1278
C 6.5715 -8.1852 -1.3478
H -2.0271 -0.8454 4.8552
H -8.5620 -2.8197 -2.9972
O -4.3511 6.2794 0.6394
C 4.4982 -7.5616 -0.6917
C 2.9863 4.3218 -3.7459
H 7.5379 -6.5124 -0.6823
H 7.0576 -8.3792 -2.3038
H 1.4487 5.4757 4.7657
H 2.2654 3.7345 -4.3147
H -0.1498 -2.1279 -2.3401
H 2.7808 1.5703 4.6497
H -5.3885 1.1360 4.3509
O -4.0904 -0.4852 4.5889
H -2.3315 0.9993 6.8393
O 0.0851 -3.1705 -0.7286
H 0.3748 -0.2305 0.0288
O -5.0925 -4.0681 -1.9491
H 3.3692 5.0004 3.1550
H -5.0501 1.1539 7.1080
S 1.5537 -6.3619 -6.1877
C -4.7853 4.9977 0.4896
H 2.4842 4.9427 6.1586
H -2.3233 6.9805 1.1352
C -2.7735 -0.0633 4.9940

Forces on atoms 1 to 6 (eV/Å):
O -1.057 0.222 -4.235
H 0.279 0.214 0.080
H -1.000 -0.519 -1.084
C 1.092 -1.460 1.017
H 0.742 -0.453 -0.117
C 0.920 -0.844 0.042

Mulliken charges in e: number 1, O, carries -0.314; number 2, H, carries 0.271; number 3, H, carries 0.365; number 4, C, carries -0.653; number 5, H, carries 0.331; number 6, C, carries -0.963; number 7, H, carries 0.252; number 8, O, carries -0.321; number 9, C, carries -0.361; number 10, C, carries -0.610; number 11, H, carries 0.292; number 12, F, carries -0.207; number 13, Y, carries 1.476; number 14, C, carries -0.584; number 15, C, carries -0.388; number 16, C, carries -0.546; number 17, O, carries -0.609; number 18, O, carries -0.433; number 19, H, carries 0.296; number 20, F, carries -0.191; number 21, F, carries -0.217; number 22, H, carries 0.192; number 23, H, carries 0.261; number 24, C, carries -0.310; number 25, H, carries 0.345; number 26, C, carries 0.649; number 27, C, carries -0.539; number 28, C, carries -0.374; number 29, C, carries -0.389; number 30, H, carries 0.239; number 31, H, carries 0.349; number 32, H, carries 0.182; number 33, H, carries 0.294; number 34, C, carries -0.345; number 35, O, carries -0.600; number 36, H, carries 0.309; number 37, O, carries -0.573; number 38, C, carries -0.516; number 39, H, carries 0.281; number 40, C, carries -0.512; number 41, H, carries 0.252; number 42, O, carries -0.387; number 43, H, carries 0.277; number 44, H, carries 0.230; number 45, H, carries 0.269; number 46, C, carries -0.249; number 47, H, carries 0.224; number 48, C, carries -0.115; number 49, C, carries -0.306; number 50, C, carries -0.478; number 51, H, carries 0.257; number 52, H, carries 0.215; number 53, H, carries 0.257; number 54, H, carries 0.246; number 55, C, carries -0.365; number 56, H, carries 0.273; number 57, H, carries 0.241; number 58, H, carries 0.328; number 59, H, carries 0.208; number 60, H, carries 0.415; number 61, O, carries -0.666; number 62, H, carries 0.339; number 63, C, carries 0.557; number 64, C, carries -0.438; number 65, H, carries 0.177; number 66, H, carries 0.277; number 67, O, carries -0.548; number 68, C, carries -0.386; number 69, H, carries 0.268; number 70, H, carries 0.240; number 71, O, carries -0.323; number 72, C, carries 0.506; number 73, C, carries -0.420; number 74, H, carries 0.302; number 75, H, carries 0.311; number 76, H, carries 0.270; number 77, H, carries 0.298; number 78, H, carries 0.294; number 79, H, carries 0.328; number 80, H, carries 0.222; number 81, O, carries -0.409; number 82, H, carries 0.346; number 83, O, carries -0.338; number 84, H, carries 0.278; number 85, O, carries -0.721; number 86, H, carries 0.265; number 87, H, carries 0.349; number 88, S, carries 1.076; number 89, C, carries 0.607; number 90, H, carries 0.292; number 91, H, carries 0.320; number 92, C, carries -0.291